Density functional theory data (wB97M-V/def2-TZVPD) for a structure of composition C32H31ClFeN3PSe2.

Cartesian coordinates (Å):
Fe1 -0.3768 1.1961 -0.9591
C1 3.1988 -0.0772 -1.5515
Se1 2.0863 1.3027 -0.7540
C2 2.5632 2.7899 -1.9446
C3 1.6933 3.9899 -1.6430
Se2 -0.1595 3.4295 -1.9002
C4 -1.1743 5.0941 -1.8506
H1 3.0369 -0.1596 -2.6228
H2 2.9690 -1.0147 -1.0527
H3 4.2250 0.2152 -1.3403
H4 2.4419 2.4586 -2.9758
H5 3.6142 3.0009 -1.7500
H6 1.8856 4.7915 -2.3545
H7 1.8280 4.3599 -0.6283
H8 -0.9215 5.6468 -0.9515
H9 -2.2254 4.8175 -1.8571
H10 -0.9179 5.6350 -2.7562
Cl1 -2.7132 1.3037 -1.1114
C5 -3.1979 -0.3026 -0.5279
C6 -4.4862 -0.4725 -0.0834
C7 -4.8548 -1.7463 0.3501
C8 -3.9493 -2.7959 0.3253
C9 -2.6557 -2.5961 -0.1389
C10 -2.2624 -1.3328 -0.5788
P1 -0.6527 -1.0015 -1.2769
C11 -0.8349 -0.5997 -3.0088
C12 0.2015 0.0638 -3.6831
C13 0.0286 0.4652 -5.0002
C14 -1.1655 0.1947 -5.6496
C15 -2.1936 -0.4820 -4.9906
C16 -2.0424 -0.8671 -3.6743
C17 0.5028 -2.3043 -0.9488
C18 0.7615 -2.6979 0.3706
C19 1.6686 -3.7140 0.6106
C20 2.3105 -4.3397 -0.4562
C21 2.0416 -3.9605 -1.7651
C22 1.1367 -2.9408 -2.0200
H11 -5.1902 0.3483 -0.0673
H12 -5.8624 -1.9082 0.7090
H13 -4.2517 -3.7780 0.6616
H14 -1.9568 -3.4224 -0.1716
H15 1.1604 0.2131 -3.2021
H16 0.8310 0.9662 -5.5248
H17 -1.2977 0.4934 -6.6812
H18 -3.1104 -0.7134 -5.5158
H19 -2.8461 -1.3882 -3.1699
H20 0.2320 -2.2427 1.1999
H21 1.8678 -4.0343 1.6243
H22 3.0120 -5.1405 -0.2631
H23 2.5281 -4.4663 -2.5880
H24 0.9202 -2.6517 -3.0407
N1 2.9767 -1.2104 8.7488
C23 2.4655 -0.8362 7.7922
C24 1.8309 -0.3666 6.5929
C25 2.5892 -0.1816 5.4383
C26 1.9830 0.2716 4.2801
C27 0.6191 0.5217 4.2874
C28 -0.1484 0.3471 5.4274
C29 0.4645 -0.0957 6.5873
N2 -0.0182 0.9764 3.0787
C30 -1.0645 1.8714 2.9947
C31 -1.3536 2.0124 1.6806
N3 -0.4914 1.2070 0.9512
C32 0.3014 0.6056 1.8413
H25 3.6529 -0.3732 5.4598
H26 2.5875 0.4667 3.4032
H27 -1.2157 0.5239 5.4219
H28 -0.1164 -0.2415 7.4873
H29 -1.4828 2.3508 3.8623
H30 -2.0981 2.6382 1.2230
H31 1.0720 -0.1125 1.6205

Cartesian forces (eV/Å) of the 3 atoms listed first:
Fe 0.09 0.17 0.11
C -0.06 -0.01 -0.03
Se -0.09 0.09 0.03

Calculated values
HOMO energy (alpha / beta) = -16.2 / -16.2 eV
Relative energy (zero: lowest compared OMol25 entry of this formula, charge and spin) = 10.1 kcal per mole
LUMO (alpha / beta) = -10.7 / -9.8 eV
Total charge = +3
Gap between HOMO and LUMO (alpha / beta) = 5.4 / 6.3 eV
DFT total energy = -225022.330 eV
2S+1 = 2

=====

Density functional theory data (wB97M-V/def2-TZVPD) for a structure of composition C32H31HoN6O5S6 in a non-equilibrium geometry.

Cartesian coordinates (Å):
Ho1 -0.9324 -0.7565 0.3301
O1 2.9329 0.3612 0.9719
S1 1.8597 0.3286 0.0164
O2 0.6090 1.0404 0.3719
N1 1.2952 -1.0903 -0.3419
C1 2.1105 -2.2361 -0.2855
C2 3.4104 -2.3076 -0.6966
C3 4.1103 -3.5379 -0.6540
C4 3.4997 -4.6762 -0.2204
C5 2.1571 -4.6237 0.2371
C6 1.4685 -5.7611 0.7220
C7 0.2007 -5.6245 1.1993
C8 -0.3846 -4.3394 1.2064
N2 0.2102 -3.2657 0.7518
C9 1.4707 -3.3986 0.2378
C10 2.4709 1.0743 -1.4607
C11 3.7757 1.5380 -1.5072
C12 4.2804 2.0043 -2.7162
C13 3.4801 2.0083 -3.8483
C14 2.1601 1.5759 -3.7797
C15 1.6524 1.0969 -2.5860
H1 3.9139 -1.4280 -1.0726
H2 5.1382 -3.5656 -0.9892
H3 4.0229 -5.6227 -0.2100
H4 1.9586 -6.7267 0.7017
H5 -0.3657 -6.4653 1.5730
H6 -1.3808 -4.2094 1.6150
H7 4.3859 1.5103 -0.6178
H8 5.3008 2.3574 -2.7706
H9 3.8832 2.3492 -4.7939
H10 1.5262 1.6072 -4.6538
H11 0.6307 0.7441 -2.5356
C16 -4.2095 1.1189 -0.0395
C17 -2.8742 0.4869 0.1073
O3 -2.2281 0.2335 -0.9619
H12 -4.1349 2.1557 0.2959
H13 -4.9209 0.6240 0.6246
H14 -4.5649 1.0982 -1.0736
O4 3.6968 5.5742 -3.0966
C18 2.4322 6.1864 -2.9700
N3 1.7182 5.7302 -1.8061
C19 0.6841 4.8465 -1.8939
O5 0.2710 4.4258 -2.9579
C20 0.0489 4.4356 -0.5971
C21 0.4166 4.9263 0.6479
C22 -0.2489 4.4766 1.7737
C23 -1.2730 3.5570 1.6053
N4 -1.6421 3.0811 0.4226
C24 -0.9881 3.5082 -0.6503
H15 3.5427 4.6390 -3.2801
H16 1.7948 5.9888 -3.8324
H17 2.6287 7.2551 -2.8888
H18 2.1190 5.9295 -0.9061
H19 1.2066 5.6580 0.7663
H20 0.0101 4.8356 2.7590
H21 -1.8212 3.1851 2.4635
H22 -1.2931 3.1048 -1.6083
C25 1.4376 -1.7211 3.3997
C26 0.1081 -1.1095 3.6673
N5 -0.7798 -0.6907 2.7860
C27 -1.8432 -0.1783 3.5113
C28 -1.5972 -0.3059 4.8350
N6 -0.3514 -0.8935 4.9171
H23 2.0029 -1.1206 2.6852
H24 1.3245 -2.7251 2.9921
H25 2.0146 -1.7867 4.3211
H26 -2.7072 0.2316 3.0164
H27 -2.1821 -0.0604 5.6999
H28 0.1416 -1.1383 5.7587
C29 -5.4464 -4.1076 -2.4469
S2 -5.7788 -2.4171 -1.9159
C30 -5.1065 -2.4168 -0.3002
C31 -3.7789 -2.6005 0.0286
S3 -2.4631 -2.8567 -1.0358
S4 -3.4506 -2.4822 1.7214
C32 -5.0083 -1.9210 2.2418
S5 -5.3878 -1.3729 3.7816
S6 -6.1840 -2.0343 0.9702
H29 -5.8425 -4.1795 -3.4585
H30 -5.9643 -4.8215 -1.8101
H31 -4.3792 -4.3130 -2.4641

Cartesian forces (eV/Å) of the 3 atoms listed first:
Ho 0.63 -1.95 1.11
O -0.07 0.00 0.09
S -0.08 0.37 -0.03

Calculated values
HOMO energy (alpha / beta) = -6.8 / -6.8 eV
LUMO (alpha / beta) = -0.1 / -0.1 eV
Total charge = 0
Gap between HOMO and LUMO (alpha / beta) = 6.7 / 6.7 eV
DFT total energy = -143678.779 eV
2S+1 = 5

=====

Density functional theory data (wB97M-V/def2-TZVPD) for the ion C32H31N4 with charge +1 in a non-equilibrium geometry.

Cartesian coordinates (Å):
C1 2.4142 5.9403 -1.3337
C2 1.2176 5.5810 -1.9723
C3 0.5969 4.3711 -1.6711
C4 1.1923 3.4271 -0.8120
C5 0.5598 2.1054 -0.7843
N1 -0.7411 2.0838 -1.0923
N2 -1.1565 0.7861 -1.0093
C6 -2.4121 0.4500 -1.4595
C7 -2.7243 -0.9393 -1.5413
C8 -4.0383 -1.2972 -1.8714
C9 -4.9559 -0.3224 -2.2906
C10 -4.5872 1.0399 -2.2929
C11 -3.3403 1.4279 -1.8038
C12 -0.1705 -0.0958 -0.4637
C13 -0.3114 -0.6841 0.8051
C14 1.0015 -1.4411 1.2263
C15 1.3016 -2.7920 0.9054
C16 2.4972 -3.3957 1.3424
C17 3.4186 -2.6878 2.0854
C18 3.1740 -1.3614 2.3513
C19 1.9601 -0.7415 1.9590
N3 -1.4334 -1.2789 1.5516
C20 -2.7314 -0.5884 1.6066
C21 -3.8533 -1.5894 1.4543
C22 -3.7462 -2.7517 2.4474
C23 -2.2923 -3.3421 2.5362
C24 -1.3259 -2.1339 2.7698
N4 1.0267 0.7777 -0.5997
C25 2.2985 0.3588 -1.0637
C26 2.5343 -1.0231 -1.1935
C27 3.8341 -1.4987 -1.4037
C28 4.8076 -0.6199 -1.8596
C29 4.4740 0.7259 -2.1072
C30 3.2124 1.2110 -1.6909
C31 2.3404 3.8304 -0.1135
C32 2.9711 5.0398 -0.4018
H1 2.8910 6.9098 -1.5575
H2 0.7872 6.2173 -2.7554
H3 -0.2925 4.0343 -2.1772
H4 -2.0145 -1.7015 -1.2255
H5 -4.3951 -2.3378 -1.7947
H6 -5.9331 -0.5994 -2.6692
H7 -5.2747 1.8170 -2.6254
H8 -3.0712 2.4528 -1.6196
H9 -0.4797 0.3336 1.0392
H10 0.5837 -3.4266 0.3829
H11 2.7287 -4.4241 1.1016
H12 4.3297 -3.1205 2.4559
H13 3.8883 -0.7202 2.8661
H14 1.6723 0.2429 2.3523
H15 -2.7081 0.1116 0.7785
H16 -2.8661 0.0265 2.5181
H17 -3.7576 -2.0059 0.4412
H18 -4.8096 -1.0765 1.5347
H19 -4.0432 -2.4294 3.4680
H20 -4.4283 -3.5550 2.1301
H21 -2.1934 -4.1034 3.3449
H22 -2.0316 -3.8079 1.5408
H23 -0.3233 -2.5311 2.9960
H24 -1.7092 -1.6491 3.7164
H25 1.7392 -1.7377 -1.1130
H26 4.0478 -2.5605 -1.2730
H27 5.7829 -1.0137 -2.1369
H28 5.1694 1.3757 -2.6331
H29 2.9550 2.2324 -1.9342
H30 2.7991 3.1626 0.6217
H31 3.9435 5.3121 0.0174

Cartesian forces (eV/Å) of the 3 atoms listed first:
C -0.33 -0.48 0.06
C 0.03 0.18 0.14
C 0.60 -0.48 -0.33

Calculated values
HOMO energy = -11.1 eV
Relative energy (zero: lowest compared OMol25 entry of this formula, charge and spin) = 29.8 kcal per mole
LUMO = -4.3 eV
Total charge = +1
Gap between HOMO and LUMO = 6.7 eV
DFT total energy = -39636.907 eV
Structure (SMILES) = c1ccc(-c2nn(-c3ccccc3)c([C@H](c3ccccc3)N3CCCCC3)[n+]2-c2ccccc2)cc1

=====

Density functional theory data (wB97M-V/def2-TZVPD) for a structure of composition C32H31N4O5SZr.

Cartesian coordinates (Å):
Zr1 -0.0582 -0.3124 0.0095
N1 1.0111 2.3143 -3.8873
C1 0.4069 1.3368 -3.1091
S1 -0.5806 1.8783 -1.7979
N2 0.6696 0.1061 -3.4120
N3 0.0613 -0.7648 -2.5184
C2 -0.3198 -1.8587 -3.0574
C3 -1.0223 -2.9312 -2.3889
C4 -1.1045 -4.1756 -3.0173
C5 -1.7492 -5.2418 -2.4195
C6 -2.3339 -5.0620 -1.1682
C7 -2.2894 -3.8373 -0.5317
C8 -1.6424 -2.7417 -1.1322
O1 -1.6135 -1.5783 -0.5391
H1 0.5281 3.1979 -3.8671
H2 1.2592 1.9893 -4.8110
H3 -0.1124 -1.9957 -4.1211
H4 -0.6391 -4.3010 -3.9896
H5 -1.7926 -6.2037 -2.9144
H6 -2.8312 -5.8935 -0.6815
H7 -2.7284 -3.6893 0.4469
C9 -2.7819 2.1492 0.3413
N4 -2.4840 0.8025 0.8227
C10 -3.6354 -0.0559 0.5370
C11 -2.2948 0.8623 2.2800
C12 -1.7867 -0.4461 2.8238
C13 -2.3425 -0.9457 3.9992
C14 -1.9063 -2.1478 4.5322
C15 -0.9175 -2.8512 3.8610
C16 -0.3766 -2.3415 2.6860
C17 -0.7733 -1.1238 2.1231
H8 -3.6592 2.5609 0.8652
H9 -2.9837 2.1254 -0.7266
H10 -1.9241 2.7970 0.5195
H11 -4.5467 0.3764 0.9806
H12 -3.4687 -1.0477 0.9474
H13 -3.7648 -0.1466 -0.5401
H14 -3.2455 1.1441 2.7631
H15 -1.5706 1.6510 2.4768
H16 -3.1337 -0.3875 4.4926
H17 -2.3393 -2.5363 5.4470
H18 -0.5683 -3.8033 4.2467
H19 0.3799 -2.9446 2.1929
C18 4.0136 1.4967 -1.1701
C19 2.7443 1.3456 -0.3680
O2 1.9481 0.4960 -0.7679
C20 2.5090 2.1942 0.7892
C21 3.5233 3.0644 1.2287
C22 3.3374 3.9304 2.2784
C23 2.0900 3.9574 2.9129
C24 1.0718 3.1329 2.5120
C25 1.2452 2.2068 1.4494
O3 0.2486 1.4672 1.1051
H20 3.9356 0.8460 -2.0370
H21 4.8785 1.2096 -0.5699
H22 4.1547 2.5275 -1.4936
H23 4.4806 3.0470 0.7258
H24 4.1352 4.5842 2.6040
H25 1.9208 4.6419 3.7369
H26 0.1096 3.1532 3.0064
O4 2.0381 -1.0181 1.3671
C26 2.0195 -2.0121 0.6239
O5 1.0980 -2.1475 -0.2504
C27 3.0528 -3.0882 0.7151
C28 2.9754 -4.2015 -0.1131
C29 3.9380 -5.1946 -0.0216
C30 4.9741 -5.0749 0.8943
C31 5.0488 -3.9640 1.7243
C32 4.0869 -2.9700 1.6363
H27 2.1530 -4.2672 -0.8134
H28 3.8815 -6.0648 -0.6633
H29 5.7261 -5.8517 0.9644
H30 5.8565 -3.8776 2.4403
H31 4.1137 -2.0967 2.2745

Cartesian forces (eV/Å) of the 3 atoms listed first:
Zr -0.49 0.56 -0.31
N -0.02 -0.03 -0.10
C 0.15 -0.07 0.15

Calculated values
HOMO energy = -4.6 eV
Relative energy (zero: lowest compared OMol25 entry of this formula, charge and spin) = 0.0 kcal per mole
LUMO = 2.7 eV
Total charge = -1
Gap between HOMO and LUMO = 7.3 eV
DFT total energy = -62008.504 eV